1.
DFT (ωB97M-V with the def2-TZVPD basis set) results for one molecule with the formula C5H9NO at a distorted geometry.

Gap between HOMO and LUMO: 10.645 eV
Spin multiplicity: 1
SMILES string: CC1(C)C=NCO1

Structure (XYZ):
```
16
Properties=species:S:1:pos:R:3:forces:R:3
C 0.5895 -0.1135 -1.1937 -0.058 -1.233 -0.647
C -1.5619 0.2807 -1.4126 3.950 0.572 1.678
C 0.1194 -0.1272 0.2223 -0.401 0.779 -0.714
C 0.5948 1.1722 0.8337 -0.771 -1.400 0.298
C 0.5415 -1.2462 1.1631 -0.766 -3.156 1.555
N -0.2874 -0.0055 -2.1101 0.029 0.238 0.790
O -1.3282 -0.0017 -0.0029 0.653 -0.188 0.131
H 1.6597 -0.1728 -1.3733 -0.039 -0.134 -0.409
H -1.7356 1.3114 -1.6652 -0.317 0.792 0.453
H -2.3685 -0.2732 -1.6429 -2.576 -2.130 -1.395
H 0.0056 1.0383 1.7727 0.970 1.541 -0.255
H 0.2188 1.8803 0.1074 0.277 1.051 0.614
H 1.6915 1.0745 0.8977 -0.488 0.703 0.414
H 0.2449 -1.0163 2.2926 0.405 -0.314 -2.478
H 1.6640 -1.5826 1.2532 -2.015 1.153 -0.749
H -0.0480 -2.2184 0.8579 1.149 1.727 0.713
```
Positions in Å, forces in eV/Å.



2.
DFT (ωB97M-V with the def2-TZVPD basis set) results for a 4-piece molecular cluster, C30H55FN3O9S2 overall at a distorted geometry.

Gap between HOMO and LUMO: 5.994 eV
Spin multiplicity: 1
Charge: +1

Structure (XYZ):
```
100
Properties=species:S:1:pos:R:3:forces:R:3
C 0.7157 -1.2230 4.6644 -0.220 0.740 -0.135
C 0.0177 -0.5847 3.3238 -0.542 0.088 0.496
C -0.2825 -1.6772 2.1232 -0.675 -0.457 1.668
N 0.4186 -1.3613 0.8108 -2.935 1.998 -0.993
C -0.5467 -0.7019 -0.1875 -0.704 1.565 -1.018
C -0.2537 0.8424 -0.6731 -3.106 -1.903 -1.999
C 1.0196 1.7755 -0.2280 -0.137 1.021 -0.715
C 0.8540 2.4911 1.2497 1.445 -0.752 0.365
F 2.3472 1.0706 -0.3817 -3.446 1.240 0.698
C -1.3286 1.4978 -1.7436 -0.745 -4.399 1.209
C -2.5969 0.5777 -2.2417 3.052 0.303 2.191
N -2.8058 -0.8646 -1.7463 3.253 2.942 1.024
C -1.8652 -1.5594 -0.7552 0.914 2.653 -0.698
C -2.1747 -3.1142 -0.3372 0.067 0.321 -0.050
C -3.4017 -3.3171 0.7310 -1.005 -0.729 0.083
C -4.7723 -2.4866 0.3828 0.399 -0.504 -0.513
S -5.9573 -2.8178 1.8449 -0.400 2.438 -0.833
C -6.9668 -1.2232 2.1328 -0.424 0.233 -0.248
S -8.2534 -1.3249 3.2371 2.711 0.281 -1.897
N -6.5483 -0.0205 1.3240 -1.541 -0.510 0.885
C -7.1740 0.0284 -0.0492 -0.511 -1.202 -1.858
C -8.6650 -0.6408 -0.1673 0.072 0.064 -0.857
C -6.6559 1.2818 2.0792 1.105 1.406 0.276
C -5.2905 1.4146 3.0093 0.367 0.233 -0.641
H 1.1379 -2.2867 4.4199 -0.619 2.107 0.690
H -0.0924 -1.2805 5.5242 1.845 -0.067 -1.759
H 1.5631 -0.4517 4.9948 -1.762 -2.058 -0.537
H -1.0252 -0.1270 3.6811 2.350 -0.760 -1.030
H 0.7100 0.2797 2.9454 -1.443 -1.632 0.501
H -1.4540 -1.7166 2.0012 2.494 -0.034 -0.070
H 0.0840 -2.7302 2.4945 -0.730 1.979 -0.796
H 1.2033 -0.7106 1.0592 -0.973 -0.599 -0.897
H 1.0710 2.6718 -1.0145 -0.080 -2.286 1.541
H 1.7480 2.0766 1.9210 -1.903 0.870 -1.455
H 1.0503 3.6448 1.1414 -0.699 -2.348 0.225
H -0.1367 2.2181 1.8114 1.820 0.690 -1.381
H -1.1916 2.5990 -2.1718 -0.431 -2.750 1.040
H -3.3494 1.0994 -3.0075 1.622 -1.820 1.933
H -3.6624 -1.3455 -2.1565 1.689 0.537 0.990
H -1.1938 -3.5846 0.1165 -1.958 1.150 -1.047
H -2.4420 -3.7181 -1.3049 0.618 1.312 1.704
H -3.6955 -4.4733 0.6866 0.839 2.479 0.103
H -3.1323 -3.0996 1.8488 -0.216 -0.245 -2.249
H -5.3214 -2.9691 -0.5610 1.375 1.281 1.861
H -4.5356 -1.3482 0.2442 -0.770 -2.117 0.433
H -6.4702 -0.5724 -0.8008 -1.383 1.184 1.507
H -7.2362 1.1219 -0.4874 0.274 -2.136 1.344
H -9.0128 -0.5058 -1.2983 0.631 -0.098 2.475
H -8.6819 -1.8212 0.0108 0.144 2.752 -0.057
H -9.3865 -0.0655 0.5550 1.249 -1.365 -1.444
H -7.6530 1.4423 2.6690 1.901 -0.565 -0.930
H -6.5896 2.1855 1.3021 -0.171 -2.225 1.493
H -4.9874 2.5602 3.0820 -0.796 -2.459 0.254
H -4.3861 0.8974 2.4265 -2.079 1.013 1.152
H -5.3737 0.8923 4.0531 0.042 1.191 -1.973
C 4.9772 -0.2515 -1.4049 0.214 0.315 0.128
C 5.2818 -0.7819 -2.7944 -0.178 -0.406 0.450
O 5.7754 0.2638 -3.6413 0.868 0.202 -0.162
C 7.0792 0.5907 -3.4695 0.425 -0.095 0.518
O 7.8524 0.0727 -2.6775 -1.164 0.716 -1.205
O 7.3726 1.6135 -4.3105 -0.451 -0.936 0.563
C 8.6993 2.1164 -4.1671 0.586 0.249 -0.042
H 4.3074 0.6129 -1.4603 0.041 -0.262 -0.078
H 4.5101 -1.0246 -0.7884 0.014 0.049 -0.091
H 5.8886 0.0854 -0.9013 -0.061 -0.186 -0.099
H 4.3575 -1.1518 -3.2521 0.241 0.279 -0.185
H 5.9841 -1.6233 -2.7622 0.022 0.313 -0.021
H 9.4397 1.3136 -4.2388 -0.205 0.117 0.166
H 8.7944 2.6462 -3.2148 0.075 -0.206 -0.077
H 8.8831 2.8260 -4.9787 -0.330 -0.193 0.093
C 0.3693 -9.0583 -3.0855 0.241 0.038 0.260
C -0.2760 -7.8498 -3.7396 0.141 -0.749 -0.489
O -0.4739 -6.7994 -2.7847 0.664 1.069 0.340
C 0.6245 -6.0639 -2.4866 0.674 -0.719 -0.489
O 1.7407 -6.2131 -2.9612 -1.787 0.421 0.784
O 0.2779 -5.1487 -1.5476 -0.038 -0.471 -0.645
C 1.3704 -4.3620 -1.0772 0.410 0.318 0.211
H -0.2041 -9.3738 -2.2078 -0.058 -0.004 -0.214
H 0.4312 -9.8933 -3.7890 -0.052 0.127 0.069
H 1.3806 -8.8268 -2.7371 -0.115 -0.001 -0.179
H -1.2668 -8.1272 -4.1167 0.078 0.323 0.272
H 0.3067 -7.4937 -4.5975 -0.005 0.069 0.322
H 1.9143 -3.8990 -1.9066 -0.032 -0.238 0.125
H 2.0402 -4.9807 -0.4731 0.027 0.093 -0.222
H 0.9681 -3.5661 -0.4442 -0.118 -0.219 -0.140
C 3.8998 8.8994 3.8375 0.032 -0.341 0.073
C 3.5656 9.4286 2.4544 -0.235 0.430 0.652
O 4.1415 8.5974 1.4387 -0.573 -1.073 -0.639
C 3.4726 7.4495 1.1718 -0.162 0.195 0.573
O 2.4382 7.0787 1.7067 1.317 0.388 -0.850
O 4.1650 6.7671 0.2262 -0.555 0.486 0.548
C 3.6127 5.4896 -0.0845 -0.038 -0.356 -0.184
H 4.9809 8.7664 3.9487 -0.122 0.186 -0.030
H 3.5441 9.5852 4.6116 0.055 -0.044 -0.128
H 3.4408 7.9206 4.0082 -0.053 0.189 -0.048
H 4.0011 10.4267 2.3329 0.067 -0.344 -0.263
H 2.4834 9.5299 2.3097 0.216 -0.227 -0.053
H 2.5516 5.5661 -0.3418 0.126 0.052 0.184
H 3.7580 4.8077 0.7583 -0.155 0.083 -0.058
H 4.1477 5.0898 -0.9505 0.075 0.315 0.199
```
Positions in Å, forces in eV/Å.



3.
DFT (ωB97M-V with the def2-TZVPD basis set) results for C21H25B2F4MgN7O5 as an isolated structure at a distorted geometry.

Gap between HOMO and LUMO (spin up / spin down): 6.107 / 5.572 eV
Spin multiplicity: 1
Charge: +2

Structure (XYZ):
```
65
Properties=species:S:1:pos:R:3:forces:R:3
Mg -0.4802 0.1976 -0.1023 0.639 0.591 -0.755
C 1.7724 -1.2992 3.2723 -0.168 -0.232 -0.009
C 1.2756 -0.4568 2.1585 0.220 -0.015 -0.229
N 0.9960 -0.9130 0.9876 0.244 -1.102 0.275
O 1.0730 -2.1442 0.5762 1.015 0.617 0.317
B -0.3519 -2.6980 0.1746 -1.883 -0.129 -0.534
F -1.2388 -1.8828 0.9351 0.514 -0.287 0.030
F -0.3857 -3.9969 0.4626 0.402 0.117 0.011
O -0.5432 -2.3897 -1.2534 -0.088 -0.536 0.128
N -1.2086 -1.1832 -1.3953 -0.113 0.237 0.282
C -2.4922 -1.1667 -1.4353 0.212 -0.580 -0.221
C -3.3572 -2.3549 -1.6455 0.011 -0.060 0.094
C -3.1092 0.1586 -1.0951 -0.137 0.293 0.020
N -2.3495 0.8178 -0.3042 -0.248 0.327 0.230
O -2.6701 2.0264 0.2075 -0.420 -0.014 -0.324
B -1.8655 2.2609 1.4444 0.022 -0.307 0.361
F -2.3027 3.3422 2.1085 0.025 0.087 -0.255
F -1.8674 1.0663 2.1856 0.228 0.237 -0.129
O -0.3381 2.5274 1.0485 0.094 0.353 0.646
N 0.4704 1.4575 1.1995 -0.545 -0.824 -0.308
C 0.8489 0.9667 2.3177 0.006 1.042 0.154
C 0.7328 1.6195 3.6446 -0.064 -0.188 0.143
C -4.4795 0.5341 -1.5309 -0.029 0.082 0.035
H 1.7175 -2.3531 3.0116 0.028 0.001 0.036
H 1.1814 -1.1170 4.1697 0.006 0.030 0.004
H 2.8111 -1.0484 3.5009 0.003 0.136 -0.052
H -2.7621 -3.2621 -1.7005 0.001 0.024 -0.042
H -3.9282 -2.2419 -2.5694 -0.012 0.035 0.002
H -4.0730 -2.4428 -0.8261 -0.015 0.016 -0.010
H 0.4591 2.6648 3.5277 0.013 -0.001 -0.062
H 1.6649 1.5316 4.2043 0.012 0.022 -0.012
H -0.0543 1.1301 4.2246 0.004 0.018 -0.003
H -4.6057 0.3769 -2.6023 0.029 0.022 -0.010
H -4.6881 1.5707 -1.2771 0.013 -0.010 -0.007
H -5.2164 -0.0939 -1.0253 0.018 -0.011 0.018
C 0.9565 8.3359 -0.1711 -0.047 0.047 0.117
C 1.6107 7.4827 -1.1872 0.032 -0.019 -0.059
C 1.7729 7.9219 -2.5223 0.023 -0.015 -0.083
C 2.4035 7.1460 -3.4473 -0.043 0.216 -0.033
C 2.8939 5.8576 -3.0871 0.043 -0.235 -0.063
N 3.4927 5.1167 -4.0405 -0.186 0.322 0.167
C 4.0972 3.8181 -3.9442 0.128 -0.431 0.118
O 5.2018 3.6705 -4.3772 -0.012 0.128 -0.022
N 3.3828 2.8071 -3.3512 0.153 0.062 0.091
C 2.0029 2.6192 -3.1502 -0.388 0.142 -0.042
C 1.0165 3.2309 -3.9202 0.152 -0.133 0.051
C -0.3072 2.9917 -3.6056 0.023 0.044 0.005
C -0.6160 2.1336 -2.5646 0.081 0.082 -0.196
N 0.3195 1.4936 -1.8583 -0.176 0.015 0.104
C 1.5944 1.7404 -2.1497 0.196 0.043 0.120
C 2.7408 5.4102 -1.7434 -0.043 -0.087 0.201
C 2.1173 6.2053 -0.8314 0.050 -0.075 -0.095
H 0.6229 9.2850 -0.5810 -0.016 -0.004 0.012
H 1.6471 8.5299 0.6558 0.023 0.011 -0.032
H 0.1048 7.8151 0.2768 -0.010 -0.008 -0.048
H 1.3887 8.8917 -2.8099 0.012 0.005 0.020
H 2.5209 7.4961 -4.4660 0.020 -0.034 0.002
H 3.8410 5.6235 -4.8485 -0.067 -0.082 -0.100
H 3.9743 2.0092 -3.1627 0.044 -0.028 -0.132
H 1.2710 3.8452 -4.7711 0.035 0.093 -0.005
H -1.0988 3.4588 -4.1744 -0.008 -0.030 0.007
H -1.6488 1.9551 -2.3141 -0.026 -0.039 0.083
H 2.3413 1.2118 -1.5652 -0.003 0.031 0.036
H 3.1637 4.4650 -1.4372 -0.021 -0.036 -0.051
H 2.0201 5.8677 0.1925 -0.006 0.025 0.002
```
Positions in Å, forces in eV/Å.



4.
DFT (ωB97M-V with the def2-TZVPD basis set) results for a 2-piece molecular cluster, C4H12 overall at a distorted geometry.

Gap between HOMO and LUMO: 12.406 eV
Spin multiplicity: 1
SMILES string: CC.CC

Structure (XYZ):
```
16
Properties=species:S:1:pos:R:3:forces:R:3
C 1.9522 0.1137 1.3489 1.577 1.963 0.959
C 0.7264 0.9887 1.6172 -0.396 2.164 -0.041
H 2.5857 0.6220 0.5824 -0.581 -0.820 0.146
H 2.6561 0.1486 2.2398 -1.007 -0.621 -0.830
H 1.6586 -0.8806 1.0788 0.282 -0.526 -0.184
H -0.1840 0.4065 1.7028 -0.127 -0.098 -0.036
H 0.5635 1.7417 0.7516 0.162 -1.200 1.472
H 0.7794 1.6026 2.5831 0.160 -0.815 -1.371
C -1.6975 -0.7800 -2.1398 -0.390 -2.002 -0.585
C -0.9866 -0.4005 -0.8913 2.797 1.798 0.168
H -1.2698 -1.6827 -2.6347 -0.072 0.782 0.081
H -2.6721 -1.1376 -1.8082 -0.391 0.256 -0.408
H -1.8271 0.0360 -2.8537 0.161 -0.217 0.086
H -1.1259 0.6925 -0.7972 0.259 -0.482 0.531
H 0.1349 -0.6016 -0.7774 -1.234 0.450 -1.029
H -1.2938 -0.8692 -0.0026 -1.199 -0.632 1.041
```
Positions in Å, forces in eV/Å.



In the order shown, the computed ΔE to the lowest compared entry with this formula, charge and spin values come out to 2.6077 11.3741 0.1664 0.7294 eV.
In the order shown, the computed E_tot values come out to -8866.60489 -79268.59105 -60508.78363 -4341.79890 eV.